[1]
The following is a DFT calculation (ωB97M-V/def2-TZVPD) of a molecular structure, H4I2Si2 in a non-equilibrium geometry.

Each line ends with the Löwdin charge.
Atoms and positions in Å:
Si 0.2473 -1.1974 0.5921  0.34
Si 0.2843 0.9978 -0.7719  -0.36
I -0.8542 1.7841 -2.9241  0.19
I -0.1091 2.7347 0.8627  0.28
H -1.2325 -0.2613 0.1718  -0.08
H -0.3696 -2.1441 -0.3526  -0.09
H 0.4152 -0.4194 1.7527  -0.13
H 1.6186 -1.4945 0.6692  -0.15

Properties
Net charge: 0

---

[2]
The following is a DFT calculation (ωB97M-V/def2-TZVPD) of a molecular structure, C5H6O3S3 in a non-equilibrium geometry.

Each line ends with the Löwdin charge.
Atoms and positions in Å:
C 0.7367 -0.1210 -1.7777  -0.66
C -0.7116 0.6515 -0.0745  -0.46
C 1.9879 0.4074 -1.1691  -0.93
C -1.6686 0.0487 0.9329  -0.73
C -1.1188 -1.1510 1.6982  -0.08
O 0.7454 -0.5924 -2.8718  0.15
O -1.0802 1.7833 -0.7101  -0.08
O -0.3065 -0.4125 -1.0069  0.03
S 1.4709 1.5730 0.0717  0.80
S 2.9510 -0.9773 -0.3774  0.69
S -3.0616 0.7723 1.1740  0.88
H 2.6678 0.8468 -2.0041  0.12
H -1.7780 -1.7329 2.3192  0.07
H -0.3918 -0.6263 2.5122  0.15
H -0.5114 -1.7819 1.0651  0.07
H 2.0694 -0.8392 0.7100  -0.12
H -2.0005 2.1515 -0.4917  0.10

Properties
Net charge: 0

---

[3]
The following is a DFT calculation (ωB97M-V/def2-TZVPD) of a single C4H8O2 molecule.

Each line ends with the Löwdin charge.
Atoms and positions in Å:
C -1.9279 0.2803 0.5303  0.00
C -0.7116 -0.3965 -0.0654  -0.39
O -0.8923 -1.2600 -0.9000  0.07
C 0.7373 -0.0614 0.3451  -0.36
C 1.6294 -0.4525 -0.8457  -0.04
O 0.9007 1.2113 0.9458  -0.03
H -2.6073 -0.5235 0.8256  0.09
H -2.4255 0.8123 -0.2879  0.09
H -1.7491 0.9601 1.3627  0.08
H 0.9933 -0.7374 1.1727  0.16
H 1.3853 -1.4906 -1.0900  0.08
H 2.6957 -0.3865 -0.6244  0.08
H 1.4050 0.1242 -1.7504  0.09
H 0.5671 1.9203 0.3816  0.10

Properties
Structure (SMILES): CC(=O)[C@@H](C)O
Net charge: 0

---

Short version: HOMO energy = -8.47, -8.83, -9.58 eV, in the order given.
Short version: energy relative to the best compared isomer or geometry (same formula, charge and spin) = 77.78, 29.33, 23.83 kcal per mole, in the order given.